{"formula": "CHLaO2", "method": "ωB97M-V/def2-TZVPD", "elements": ["H", "O", "C", "O", "La"], "positions_angstrom": [[1.457309, 0.606698, -0.066866], [0.515628, 0.269496, -0.641529], [0.585128, -0.576357, 0.453588], [-0.535097, -0.616391, 1.015712], [-2.022967, 0.316555, -0.760905]], "atomic_forces_ev_per_a": [[-1.7, -0.2, -2.3], [1.6, 1.8, 0.3], [-0.3, -0.8, 1.6], [-2.0, 0.0, -1.3], [2.4, -0.7, 1.7]], "lowdin_charge": [0.26, -0.26, -0.31, -0.22, 2.53], "orbital_gap_ev": 5.730, "total_charge": 2, "relative_energy_ev": 1.881, "e_lumo_ev": -11.82}



{"formula": "CHLiO2Zn", "method": "ωB97M-V/def2-TZVPD", "elements": ["H", "O", "C", "O", "Li", "Zn"], "positions_angstrom": [[-1.722319, 0.213837, 0.325584], [-0.816427, -0.029060, 0.872183], [-0.162491, 0.498007, -0.169603], [0.770007, -0.307221, -0.491064], [1.321189, 0.994921, -1.676277], [0.610040, -1.370482, 1.139175]], "atomic_forces_ev_per_a": [[0.8, -0.9, 2.6], [-3.6, 1.7, -1.5], [1.4, -0.5, -1.2], [0.6, 0.5, 0.5], [0.4, 0.7, -0.9], [0.4, -1.4, 0.4]], "nbo_charge": [0.62, -0.81, 0.45, -0.88, 0.98, 1.63], "orbital_gap_ev": 8.028, "total_charge": 2, "relative_energy_ev": 1.284, "e_lumo_ev": -12.46}



{"formula": "CHLiO3Rh", "method": "ωB97M-V/def2-TZVPD", "elements": ["O", "C", "H", "O", "O", "Li", "Rh"], "positions_angstrom": [[-4.497486, 1.384506, -0.315038], [-3.797624, 0.732177, -0.948764], [-2.343793, 0.955310, 0.713354], [-1.614403, 1.607506, 2.099598], [-1.402481, 1.035830, 1.064818], [-2.866155, 2.990493, 1.287146], [-4.071051, 2.001263, 2.074315]], "atomic_forces_ev_per_a": [[0.3, 0.1, 0.6], [-0.3, 0.1, 0.0], [0.3, -1.8, -2.2], [0.5, 1.6, 4.0], [0.8, -1.7, -2.4], [4.5, 5.8, -3.4], [-6.1, -4.1, 3.4]], "mulliken_spin": [0.01, 0.02, 0.05, 1.09, 0.62, 0.03, 2.19], "orbital_gap_ev": [9.462, 5.881], "total_charge": 3, "spin_multiplicity": 5, "s_squared": 6.016, "e_lumo_ev": [-18.51, -22.02]}



{"formula": "CHN2O2P", "method": "ωB97M-V/def2-TZVPD", "elements": ["C", "N", "N", "O", "O", "P", "H"], "positions_angstrom": [[2.305598, -0.212297, -0.584378], [3.235683, 0.395589, -0.695105], [0.157242, -0.870153, -2.030415], [0.930138, -1.126372, -2.942448], [-1.070040, -0.765178, -2.157222], [0.765866, -1.118772, -0.404731], [-0.443809, 0.622182, 0.214209]], "atomic_forces_ev_per_a": [[-4.4, -2.4, 0.3], [4.0, 2.4, -0.4], [-1.8, -0.8, -2.4], [-0.2, 0.5, 0.5], [1.6, 0.2, 0.3], [-1.2, 2.9, 2.5], [2.0, -2.7, -0.8]], "nbo_charge": [-0.12, -0.22, 0.25, -0.34, -0.36, 0.74, 0.05], "orbital_gap_ev": [8.587, 8.586], "relative_energy_ev": 2.546, "e_lumo_ev": [-2.42, -2.43]}



{"formula": "CHN2O5", "method": "ωB97M-V/def2-TZVPD", "elements": ["C", "N", "N", "O", "O", "O", "O", "O", "H"], "positions_angstrom": [[-1.950601, 0.128783, 0.147095], [1.126797, 0.834320, 0.318830], [0.628659, -0.327598, 0.447421], [-2.772720, -0.536179, 0.574268], [-0.406549, -0.495845, 1.161858], [-1.534362, 0.981144, -0.520284], [0.983376, -1.300951, -0.278872], [2.131038, 0.719227, -0.600608], [1.794358, -0.002904, -1.249712]], "atomic_forces_ev_per_a": [[1.3, 1.3, -0.6], [0.3, -0.4, 0.6], [-0.5, -0.6, -0.8], [-3.0, -2.6, 1.7], [-0.3, 0.4, 1.2], [1.0, 1.4, -1.3], [0.4, -0.3, -0.4], [0.2, 0.0, -1.8], [0.7, 0.8, 1.4]], "nbo_charge": [1.03, -0.04, 0.50, -0.60, -0.56, -0.61, -0.60, -0.59, 0.47], "orbital_gap_ev": 8.663, "total_charge": -1, "relative_energy_ev": 0.486, "e_lumo_ev": 4.05}



{"formula": "CHN3O", "method": "ωB97M-V/def2-TZVPD", "elements": ["C", "N", "N", "N", "O", "H"], "positions_angstrom": [[-0.676371, -0.695693, 0.425185], [-1.127817, -0.622689, 1.508869], [0.949477, 2.357504, 0.054683], [0.617508, 2.061164, -0.962050], [0.194473, 1.694468, -1.964371], [0.027516, -0.573839, -0.348282]], "atomic_forces_ev_per_a": [[-0.9, 0.7, 4.3], [0.9, -0.5, -3.4], [0.6, 0.5, 0.8], [0.4, 0.5, 2.4], [-1.0, -0.9, -3.1], [0.0, -0.3, -0.9]], "nbo_charge": [0.06, -0.28, -0.08, 0.43, -0.34, 0.22], "orbital_gap_ev": 13.310, "smiles": "N#[N+][O-].C#N", "relative_energy_ev": 3.760, "e_lumo_ev": 0.88}



{"formula": "CHN3O", "method": "ωB97M-V/def2-TZVPD", "elements": ["C", "H", "N", "N", "N", "O"], "positions_angstrom": [[-0.644952, 0.329722, 0.026907], [-1.532827, 0.913164, -0.022851], [0.581186, 0.935528, -0.004993], [1.436808, -0.006999, 0.001819], [-0.571027, -0.972938, -0.011348], [0.730813, -1.198478, 0.010467]], "atomic_forces_ev_per_a": [[-0.1, -0.2, -0.6], [-0.6, 0.0, 0.1], [0.9, -1.3, 0.3], [-1.1, 0.5, 0.0], [-0.4, 1.2, 0.4], [1.2, -0.3, -0.2]], "nbo_charge": [0.08, 0.22, -0.22, 0.13, -0.07, -0.13], "orbital_gap_ev": 12.093, "smiles": "c1nnon1", "relative_energy_ev": 3.795, "e_lumo_ev": 0.04}



{"formula": "CHN3O3", "method": "ωB97M-V/def2-TZVPD", "elements": ["C", "N", "N", "N", "O", "O", "O", "H"], "positions_angstrom": [[-1.845111, 0.595906, -0.025599], [-2.579041, 1.421888, -0.379415], [-1.058147, -0.266438, 0.491456], [1.588780, -0.223623, -0.039170], [1.220662, -1.344173, -0.223705], [2.691397, 0.218060, -0.138982], [0.712384, 0.701074, 0.305821], [-0.730927, -1.102696, 0.009593]], "atomic_forces_ev_per_a": [[-0.1, -0.2, -0.4], [-0.6, 0.7, -0.3], [1.6, 0.3, 1.1], [0.5, 0.2, -0.1], [-0.3, -1.2, -0.2], [0.8, 0.3, 0.0], [-1.8, -0.2, 0.4], [-0.1, 0.2, -0.4]], "nbo_charge": [0.35, -0.21, -0.36, 0.71, -0.40, -0.32, -0.20, 0.43], "orbital_gap_ev": [8.239, 8.101], "relative_energy_ev": 4.004, "e_lumo_ev": [-3.38, -3.50]}



- Number 6 is which compound?
  CHN3O